No. 1
Molecular formula: C20H29ClN2O
Method: DFT, ωB97M-V/def2-TZVPD

Structure (XYZ):
```
53
C20H29ClN2O (ωB97M-V/def2-TZVPD)
O 3.03 -2.40 -3.33
H 3.42 -3.16 -3.41
C 3.47 -1.54 -2.41
C 2.73 -0.27 -2.40
H 2.53 0.15 -3.59
H 3.42 0.48 -1.86
C 1.65 -0.57 -1.66
N 1.59 -1.31 -0.47
C 2.09 -0.34 0.50
C 1.25 1.06 0.62
N 1.14 1.41 -0.57
C 0.53 0.47 -1.65
H 0.48 1.21 -2.76
H -0.48 0.31 -1.18
C 0.53 2.88 -0.83
C -0.72 2.98 -0.27
C -1.18 3.25 0.90
C -2.53 3.14 1.48
C -3.79 2.26 1.02
C -4.83 2.29 1.61
C -5.22 3.13 2.46
C -4.08 3.89 3.19
C -2.94 3.88 2.64
H -2.03 4.55 3.07
H -4.65 4.49 3.79
H -6.27 3.25 2.99
H -5.60 1.80 1.01
H -3.52 1.49 0.26
H -0.36 3.28 1.72
Cl -1.93 2.89 -1.60
H 1.10 3.46 -0.02
H 0.67 3.25 -1.86
H 1.70 1.72 1.37
H 0.32 0.82 0.95
H 2.22 -0.70 1.52
H 3.04 -0.07 0.45
C 0.45 -2.11 0.01
C 1.25 -2.94 1.48
C 0.56 -4.44 1.03
H 1.42 -5.18 0.70
C -0.45 -4.06 0.05
H -1.26 -3.98 0.60
H -0.63 -5.14 -0.66
C 0.13 -3.00 -0.98
H 0.84 -3.57 -1.58
H -0.82 -2.49 -1.54
H 0.20 -4.74 1.90
H 0.75 -2.42 2.23
H 2.06 -3.06 1.26
H -0.18 -1.60 0.54
H 0.85 -1.38 -2.32
H 3.65 -2.07 -1.52
H 4.42 -1.24 -2.83
```

Results
- E_HOMO: -7.3159 eV
- Frontier orbital gap: 7.29 eV
- SMILES: OCC[C@@H]1CN(C/C(Cl)=C/c2ccccc2)CCN1C1CCCC1
- Energy above the lowest of the compared OMol25 structures with the same formula, charge and spin: 1865.7 kJ/mol

***

No. 2
Molecular formula: C36H64N2O13
Method: DFT, ωB97M-V/def2-TZVPD

Structure (XYZ):
```
115
C36H64N2O13 (ωB97M-V/def2-TZVPD)
C 4.05 -2.57 0.27
C 4.16 -2.05 -1.17
C 2.88 -2.17 -1.98
O 2.28 -3.47 -1.84
N 0.97 -3.38 -1.44
C 0.55 -4.02 -0.28
O 1.20 -4.56 0.56
C -0.94 -3.89 -0.34
C -1.91 -4.20 0.61
C -3.25 -3.95 0.29
C -3.61 -3.42 -0.96
C -5.03 -3.13 -1.27
C -6.02 -4.03 -0.92
C -7.34 -3.72 -1.18
C -7.60 -2.51 -1.80
C -6.54 -1.69 -2.13
N -5.26 -1.96 -1.89
C -2.62 -3.12 -1.91
C -1.30 -3.38 -1.58
C -0.06 -3.15 -2.36
O 0.10 -2.86 -3.50
H 3.75 -1.78 0.95
H 5.03 -2.89 0.60
H 3.39 -3.42 0.36
H 4.39 -0.99 -1.12
H 4.99 -2.53 -1.68
H 3.10 -2.02 -3.03
H 2.18 -1.39 -1.68
H -1.62 -4.59 1.57
H -3.99 -4.17 1.04
H -5.74 -4.96 -0.45
H -8.15 -4.39 -0.93
H -8.61 -2.20 -2.02
H -6.76 -0.76 -2.63
H -2.88 -2.71 -2.87
C 1.85 -9.59 1.12
O 3.09 -9.34 0.47
C 3.16 -9.88 -0.84
C 2.93 -8.82 -1.89
O 1.60 -8.32 -1.85
C 1.50 -7.07 -1.19
H 1.82 -8.96 2.01
H 1.01 -9.34 0.47
H 1.78 -10.64 1.42
H 2.45 -10.70 -0.96
H 4.17 -10.29 -0.97
H 3.07 -9.28 -2.88
H 3.65 -8.01 -1.78
H 1.91 -6.28 -1.82
H 2.02 -7.06 -0.23
H 0.44 -6.87 -1.02
C 6.71 3.78 1.05
O 7.34 3.52 -0.19
C 7.74 2.17 -0.35
C 6.77 1.40 -1.22
O 5.49 1.27 -0.61
C 4.54 2.19 -1.11
H 6.25 4.77 0.99
H 5.93 3.05 1.27
H 7.44 3.79 1.86
H 7.84 1.68 0.62
H 8.72 2.17 -0.84
H 7.16 0.39 -1.37
H 6.68 1.87 -2.20
H 4.21 1.89 -2.11
H 4.94 3.21 -1.15
H 3.68 2.17 -0.44
C -5.55 0.84 2.62
O -4.50 0.03 2.14
C -4.51 -0.12 0.73
C -3.50 0.78 0.06
O -3.84 2.15 0.21
C -3.10 2.81 1.22
H -5.34 1.07 3.67
H -5.63 1.78 2.07
H -6.51 0.31 2.56
H -5.51 0.07 0.32
H -4.25 -1.16 0.51
H -3.49 0.56 -1.02
H -2.49 0.59 0.44
H -2.08 3.00 0.89
H -3.08 2.23 2.15
H -3.59 3.77 1.41
C -8.88 5.05 -2.38
O -8.56 5.08 -1.01
C -9.20 4.05 -0.26
C -8.27 2.89 0.02
O -7.90 2.21 -1.17
C -6.61 2.57 -1.64
H -8.19 5.72 -2.89
H -8.78 4.05 -2.81
H -9.90 5.41 -2.55
H -10.10 3.70 -0.78
H -9.52 4.49 0.69
H -8.79 2.17 0.66
H -7.38 3.24 0.55
H -5.84 2.13 -1.00
H -6.47 3.66 -1.67
H -6.50 2.17 -2.65
C 7.34 7.42 1.50
O 6.66 6.79 2.57
C 7.27 7.00 3.83
C 6.56 8.06 4.64
O 6.66 9.34 4.03
C 5.49 9.72 3.31
H 6.69 7.40 0.63
H 7.57 8.47 1.74
H 8.27 6.89 1.27
H 8.33 7.27 3.71
H 7.23 6.05 4.38
H 7.03 8.13 5.62
H 5.51 7.78 4.78
H 4.68 9.98 4.00
H 5.16 8.92 2.64
H 5.74 10.60 2.72
```

Results
- E_HOMO: -8.9864 eV
- Frontier orbital gap: 8.54 eV
- SMILES: CCCON1C(=O)c2ccc(-c3ccccn3)cc2C1=O.COCCOC.COCCOC.COCCOC.COCCOC.COCCOC

***

No. 3
Molecular formula: C45H48MgN8P2S2
Method: DFT, ωB97M-V/def2-TZVPD

Structure (XYZ):
```
106
C45H48MgN8P2S2 (ωB97M-V/def2-TZVPD)
Mg -1.30 -0.70 0.38
N -2.63 0.90 -3.39
C -2.57 2.22 -2.95
C -2.73 3.44 -3.59
C -2.60 4.58 -2.78
C -2.22 4.48 -1.45
C -2.00 3.27 -0.83
C -2.18 2.13 -1.59
N -2.04 0.76 -1.27
C -2.34 0.09 -2.34
C -2.40 -1.36 -2.34
C -2.73 -2.23 -3.33
S -2.67 -3.83 -2.74
C -2.09 -3.28 -1.26
N -2.01 -1.97 -1.16
H -2.86 0.60 -4.36
H -2.97 3.51 -4.65
H -2.70 5.59 -3.20
H -2.08 5.38 -0.86
H -1.66 3.13 0.19
H -3.08 -2.01 -4.35
H -1.80 -3.98 -0.48
N -2.38 0.64 1.71
C -3.10 -0.02 2.80
C -3.36 -1.50 2.51
N -2.06 -2.11 2.08
H -1.78 1.34 2.15
H -3.03 1.15 1.11
H -4.06 0.47 3.01
H -2.50 0.05 3.70
H -4.06 -1.62 1.68
H -3.79 -2.00 3.39
H -2.22 -3.11 1.95
H -1.44 -2.05 2.92
C 2.42 -1.21 -0.43
N 3.06 -0.16 0.30
C 2.40 0.41 1.44
P 0.83 -0.42 2.01
C 0.44 0.64 3.40
C 0.49 2.04 3.24
C 0.35 2.89 4.32
C 0.07 2.38 5.59
C -0.14 1.01 5.72
C 0.06 0.16 4.64
C 1.44 -1.97 2.80
C 1.01 -3.18 2.32
C 1.43 -4.37 2.91
C 2.29 -4.38 3.96
C 2.73 -3.14 4.48
C 2.35 -1.97 3.87
C 4.26 0.41 -0.09
C 4.97 1.21 0.81
C 6.22 1.77 0.47
C 6.78 1.54 -0.76
C 6.05 0.75 -1.65
C 4.81 0.20 -1.38
P 0.96 -0.66 -1.40
C 1.03 -1.63 -2.93
C 0.50 -1.12 -4.15
C 0.60 -1.82 -5.31
C 1.37 -2.96 -5.37
C 1.88 -3.49 -4.20
C 1.70 -2.85 -3.00
C 1.49 0.97 -1.95
C 1.09 2.07 -1.17
C 1.51 3.36 -1.41
C 2.35 3.64 -2.50
C 2.69 2.58 -3.34
C 2.27 1.27 -3.07
H 2.10 -2.03 0.21
H 3.19 -1.60 -1.11
H 2.10 1.45 1.25
H 3.03 0.41 2.33
H 0.78 2.42 2.28
H 0.56 3.96 4.21
H 0.00 2.99 6.48
H -0.39 0.61 6.70
H -0.08 -0.92 4.76
H 0.32 -3.21 1.45
H 1.10 -5.31 2.53
H 2.56 -5.32 4.47
H 3.46 -3.18 5.29
H 2.76 -1.02 4.18
H 4.61 1.39 1.79
H 6.70 2.35 1.26
H 7.75 1.93 -0.96
H 6.51 0.51 -2.61
H 4.28 -0.40 -2.15
H 0.06 -0.13 -4.11
H 0.21 -1.39 -6.19
H 1.55 -3.42 -6.34
H 2.40 -4.44 -4.21
H 2.13 -3.33 -2.12
H 0.37 1.89 -0.36
H 1.13 4.14 -0.75
H 2.73 4.65 -2.69
H 3.35 2.73 -4.20
H 2.66 0.50 -3.74
N -7.10 0.49 1.31
C -6.63 -0.19 0.28
N -7.36 -1.23 -0.13
S -5.22 0.21 -0.48
H -8.07 0.35 1.62
H -6.57 1.29 1.65
H -8.27 -1.42 0.25
H -7.03 -1.65 -0.99
```

Results
- Net charge: +2
- E_HOMO: -11.5766 eV
- Frontier orbital gap: 6.92 eV
- Energy above the lowest of the compared OMol25 structures with the same formula, charge and spin: 0.0 kJ/mol

***

No. 4
Molecular formula: C2H9N3
Method: DFT, ωB97M-V/def2-TZVPD

Structure (XYZ):
```
14
C2H9N3 (ωB97M-V/def2-TZVPD)
C 0.67 -1.18 0.12
C -0.18 1.61 -0.69
N -0.66 -0.79 -0.35
N -0.96 0.52 0.05
N 0.80 -1.09 1.55
H -0.71 -0.92 -1.36
H -1.96 0.66 -0.08
H 0.12 -1.69 2.00
H 0.59 -0.14 1.84
H 0.84 -2.21 -0.20
H 1.43 -0.48 -0.31
H -0.48 2.55 -0.24
H 0.90 1.54 -0.56
H -0.42 1.62 -1.76
```

Results
- E_HOMO: -8.8312 eV
- Frontier orbital gap: 9.91 eV
- SMILES: CNNCN
- Energy above the lowest of the compared OMol25 structures with the same formula, charge and spin: 151.5 kJ/mol

***

No. 5
Molecular formula: C13H45N10O3P4S
Method: DFT, ωB97M-V/def2-TZVPD

Structure (XYZ):
```
76
C13H45N10O3P4S (ωB97M-V/def2-TZVPD)
N 6.60 -0.03 1.38
C 5.63 -0.41 0.46
N 5.91 -1.47 -0.28
N 4.45 0.26 0.29
P 4.47 1.61 -0.83
S 4.90 3.29 -0.06
P 3.01 -0.26 1.18
N 2.08 -0.96 -0.04
O 2.24 1.13 1.44
H 6.26 -0.15 2.33
H 6.79 0.96 1.26
H 5.21 -1.63 -1.00
H 6.84 -1.48 -0.69
H 3.21 1.50 -1.41
H 5.45 1.18 -1.75
H 1.26 -1.38 0.39
H 2.59 -1.67 -0.55
H 1.78 1.04 2.30
O -0.21 2.36 4.31
P -1.58 2.95 4.40
N -2.44 1.77 5.26
C -3.88 1.64 5.18
C -1.95 1.53 6.61
N -2.03 2.87 2.74
C -2.36 1.55 2.23
C -1.05 3.57 1.92
N -2.54 4.33 4.79
C -3.46 4.91 3.81
C -1.77 5.41 5.45
H -4.41 2.40 5.77
H -4.16 0.66 5.55
H -4.24 1.70 4.16
H -2.28 2.32 7.31
H -0.87 1.49 6.63
H -2.32 0.58 6.98
H -1.63 0.78 2.51
H -2.41 1.59 1.14
H -3.35 1.23 2.56
H -0.11 3.02 1.81
H -0.81 4.55 2.36
H -1.49 3.75 0.94
H -2.95 5.41 2.98
H -4.06 5.65 4.35
H -4.14 4.17 3.42
H -1.09 5.92 4.76
H -1.18 4.99 6.27
H -2.45 6.15 5.88
O 1.50 -2.81 -3.21
P 0.22 -2.84 -3.98
N -0.99 -2.87 -2.82
C -2.34 -3.34 -3.06
C -0.97 -1.72 -1.94
N 0.29 -4.40 -4.72
C -0.07 -5.56 -3.91
C 1.57 -4.61 -5.38
N -0.63 -2.07 -5.28
C -1.11 -2.84 -6.42
C 0.04 -0.84 -5.75
H -2.96 -2.61 -3.60
H -2.82 -3.55 -2.10
H -2.36 -4.27 -3.62
H -1.40 -0.82 -2.40
H 0.07 -1.51 -1.67
H -1.52 -1.92 -1.02
H 0.40 -5.57 -2.92
H 0.22 -6.47 -4.44
H -1.15 -5.63 -3.77
H 2.37 -4.84 -4.67
H 1.87 -3.72 -5.94
H 1.48 -5.43 -6.09
H -0.32 -3.21 -7.07
H -1.75 -2.17 -7.00
H -1.73 -3.67 -6.11
H 0.96 -1.05 -6.31
H 0.29 -0.20 -4.90
H -0.64 -0.27 -6.39
```

Results
- Net charge: +1
- E_HOMO: -10.2933 eV
- Frontier orbital gap: 5.38 eV

***

No. 6
Molecular formula: C6H12O
Method: DFT, ωB97M-V/def2-TZVPD

Structure (XYZ):
```
19
C6H12O (ωB97M-V/def2-TZVPD)
C -0.16 1.84 -0.79
C 0.29 0.74 0.18
C 0.51 1.31 1.59
C -0.72 -0.38 0.28
O -0.77 -1.38 -0.82
C -0.43 -1.68 0.87
C 0.38 -2.18 -1.24
H 0.60 2.62 -0.89
H -0.36 1.44 -1.79
H -1.08 2.32 -0.43
H 1.24 0.32 -0.17
H -0.42 1.74 1.98
H 1.27 2.10 1.58
H 0.85 0.52 2.27
H -1.74 0.02 0.39
H -1.38 -2.18 1.08
H 1.33 -1.72 -0.99
H 0.24 -2.28 -2.32
H 0.36 -3.18 -0.78
```

Results
- E_HOMO: -7.9605 eV
- Frontier orbital gap: 9.02 eV
- Energy above the lowest of the compared OMol25 structures with the same formula, charge and spin: 488.5 kJ/mol